{"formula": "C40H65BCl48FIN4O5PS", "method": "ωB97M-V/def2-TZVPD", "lumo_ev": -4.09, "charge": 1, "orbital_gap_ha": 0.247, "elements": ["C", "C", "C", "C", "C", "C", "C", "C", "C", "C", "C", "C", "C", "F", "N", "C", "C", "C", "C", "O", "C", "C", "N", "C", "C", "C", "N", "O", "N", "P", "O", "O", "S", "C", "I", "B", "C", "O", "H", "H", "H", "H", "H", "H", "H", "H", "H", "H", "H", "H", "H", "H", "H", "H", "H", "H", "H", "H", "H", "H", "H", "H", "H", "H", "H", "H", "H", "H", "H", "H", "H", "H", "H", "H", "H", "H", "H", "H", "H", "H", "H", "H", "H", "H", "H", "H", "H", "C", "Cl", "Cl", "Cl", "H", "C", "Cl", "Cl", "Cl", "H", "C", "Cl", "Cl", "Cl", "H", "C", "Cl", "Cl", "Cl", "H", "C", "Cl", "Cl", "Cl", "H", "C", "Cl", "Cl", "Cl", "H", "C", "Cl", "Cl", "Cl", "H", "C", "Cl", "Cl", "Cl", "H", "C", "Cl", "Cl", "Cl", "H", "C", "Cl", "Cl", "Cl", "H", "C", "Cl", "Cl", "Cl", "H", "C", "Cl", "Cl", "Cl", "H", "C", "Cl", "Cl", "Cl", "H", "C", "Cl", "Cl", "Cl", "H", "C", "Cl", "Cl", "Cl", "H", "C", "Cl", "Cl", "Cl", "H"], "xyz": [[0.53195, 0.88949, 10.32464], [-0.44813, -0.30763, 10.92931], [-0.89977, -1.39334, 9.74497], [-2.03982, -0.76838, 8.71556], [-2.74199, -1.99417, 7.82130], [-2.48199, -1.56451, 6.23672], [-3.19277, -2.56831, 5.15173], [-4.68501, -2.10612, 4.65233], [-4.76585, -0.60502, 3.99831], [-4.53176, -0.58593, 2.34891], [-4.47313, 1.02005, 1.93346], [-4.49251, 1.23828, 0.30895], [-3.06693, 1.75199, -0.33591], [-3.00757, 0.90914, -1.58889], [-1.81359, 1.73851, 0.56504], [-1.18147, 0.37437, 0.58083], [0.14414, 0.17712, -0.35142], [1.49691, -0.07098, 0.60045], [1.92548, -1.68307, 0.49237], [0.91098, -2.59337, 1.04570], [1.20216, -3.98899, 0.58325], [-0.96116, 2.95305, 0.31341], [0.10488, 3.51521, 0.96743], [0.66448, 2.86207, 2.20899], [0.48381, 3.86964, 3.53180], [1.15500, 5.34889, 3.32327], [2.44933, 5.66974, 2.61036], [0.49898, 6.39701, 3.89429], [-1.60975, 3.56674, -0.90582], [-0.64315, 3.77184, -2.38071], [1.05119, 4.02156, -1.90756], [-1.05965, 5.19116, -3.33678], [-0.63270, 2.25453, -3.59767], [-3.08546, 3.27382, -1.03040], [-4.11966, 3.53793, -2.94504], [-3.76735, 4.50752, -0.12670], [-4.13082, 4.41105, 1.47266], [-4.10925, 5.78131, -0.84260], [0.38769, 1.82840, 11.01025], [1.66323, 0.53232, 10.42573], [0.25037, 1.05236, 9.20054], [0.22124, -0.94160, 11.67985], [-1.37740, 0.11258, 11.52659], [-1.34886, -2.33991, 10.27185], [0.10229, -1.61781, 9.14572], [-1.45174, -0.03838, 7.98132], [-2.83728, -0.12437, 9.30106], [-2.16290, -2.99464, 8.07069], [-3.88050, -2.12134, 8.07575], [-1.31564, -1.62690, 6.06140], [-2.79367, -0.43953, 6.15440], [-2.54011, -2.73110, 4.18385], [-3.32379, -3.62525, 5.68923], [-5.00066, -2.87242, 3.79502], [-5.47925, -2.28534, 5.52519], [-5.87053, -0.20003, 4.19978], [-4.04368, 0.18036, 4.47936], [-5.50492, -1.06385, 1.88403], [-3.55262, -1.13713, 2.01333], [-5.48848, 1.49064, 2.34930], [-3.60563, 1.56643, 2.49914], [-4.73744, 0.20372, -0.18490], [-5.40884, 1.95291, 0.04922], [-1.95832, -0.48319, 0.28621], [-0.88355, 0.12341, 1.70913], [0.30999, 0.98013, -1.18399], [0.00108, -0.86006, -0.92539], [1.29492, 0.12435, 1.73611], [2.39425, 0.53082, 0.14557], [2.19306, -2.00976, -0.60484], [2.91204, -1.84992, 1.14062], [2.38322, -4.11779, 0.46223], [0.67150, -4.11448, -0.45703], [0.75326, -4.78096, 1.35516], [0.57738, 4.41632, 0.65558], [0.15905, 1.85520, 2.52094], [1.83817, 2.75023, 2.02234], [-0.67968, 3.90155, 3.78076], [0.99168, 3.36112, 4.46297], [2.44901, 5.11501, 1.71524], [2.37982, 6.71040, 2.39681], [1.60615, 3.82598, -2.71828], [-1.37918, 5.91832, -2.72359], [-3.26866, 3.86696, 2.04619], [-4.33609, 5.51165, 1.88641], [-5.16666, 3.82271, 1.55311], [-3.47919, 6.51255, -0.57351], [2.06532, 3.20244, -6.74838], [2.32619, 3.26783, -4.99702], [0.77482, 2.05409, -7.14269], [1.68027, 4.81223, -7.38054], [2.98867, 2.85853, -7.22144], [3.89159, -6.69905, -1.04502], [4.15246, -6.63367, 0.70634], [2.60110, -7.84741, -1.43933], [3.50654, -5.08926, -1.67718], [4.81494, -7.04296, -1.51808], [7.17808, -8.84431, -0.31023], [7.39668, -7.25874, 0.44988], [6.00594, -9.81364, 0.59866], [6.66052, -8.66065, -1.99477], [8.13828, -9.36640, -0.29998], [1.55444, 6.93793, -10.93898], [-0.13774, 6.57427, -11.31825], [2.22133, 8.08780, -12.11058], [1.70006, 7.57338, -9.29147], [2.12856, 6.01000, -11.00214], [6.33099, 3.88012, -6.95330], [7.71488, 2.92692, -7.51531], [4.97472, 3.73424, -8.08415], [5.84344, 3.37042, -5.32793], [6.63123, 4.93015, -6.90932], [-2.47786, -6.93573, 6.64513], [-4.17004, -7.29939, 6.26586], [-1.81097, -5.78586, 5.47353], [-2.33224, -6.30028, 8.29264], [-1.90374, -7.86365, 6.58197], [-0.33796, 0.71118, -10.46394], [-1.30356, 0.17513, -11.84953], [1.21930, -0.13329, -10.42693], [-0.09345, 2.46522, -10.51736], [-0.88375, 0.46730, -9.54891], [-7.43599, 6.40656, 0.17041], [-7.63663, 7.52259, 1.53196], [-7.53879, 4.72619, 0.72301], [-8.65024, 6.72577, -1.07980], [-6.44537, 6.56656, -0.26286], [3.44487, -1.13932, -3.64753], [3.70574, -1.07394, -1.89618], [2.15437, -2.28768, -4.04184], [3.05982, 0.47046, -4.27970], [4.36822, -1.48324, -4.12060], [3.64921, -2.67841, -11.62151], [5.09018, -1.74106, -12.05109], [3.01835, -3.53421, -13.03898], [4.01587, -3.82045, -10.31744], [2.88114, -1.98618, -11.26719], [-3.19717, -2.35036, -1.68408], [-1.81329, -3.30356, -2.24609], [-4.55344, -2.49624, -2.81493], [-3.68473, -2.86006, -0.05872], [-2.89693, -1.30032, -1.64011], [1.05121, 1.16488, 14.34343], [1.98303, 0.50835, 12.98687], [0.18386, 2.62952, 13.85139], [-0.07988, -0.04839, 14.96627], [1.74743, 1.42936, 15.14341], [3.44587, 9.27370, -5.90250], [3.99301, 7.59057, -5.98784], [4.46813, 10.20475, -4.79448], [3.44399, 10.00974, -7.51420], [2.42279, 9.28412, -5.51800], [-0.62267, -9.39142, -0.42739], [-0.82331, -8.27539, 0.93415], [-0.72547, -11.07178, 0.12521], [-1.83692, -9.07221, -1.67760], [0.36795, -9.23142, -0.86066], [3.68218, -6.76620, -15.50382], [1.95171, -6.75270, -15.12320], [4.44852, -8.23000, -14.86383], [3.93534, -6.64543, -17.25329], [4.14617, -5.89846, -15.02803], [2.91255, -3.29941, 4.01401], [2.94534, -1.58565, 4.46292], [2.19092, -3.50847, 2.40929], [4.54587, -3.98485, 4.05581], [2.29603, -3.83408, 4.74111]], "mulliken_charge": [-0.80, -0.15, -0.62, -0.40, -0.25, -0.55, 0.08, -0.74, -0.46, 0.11, -0.53, -0.78, 1.69, -0.37, 1.45, -0.48, 0.69, -0.08, -0.84, -0.04, -0.79, -1.54, 0.52, -0.51, -0.32, 0.34, -0.50, -0.57, 0.78, 0.50, -0.44, -0.49, -0.17, -2.18, 0.20, 0.86, -0.15, -0.65, 0.16, 0.20, 0.26, 0.23, 0.24, 0.31, 0.15, 0.15, 0.26, 0.12, 0.25, 0.19, 0.22, 0.16, -0.08, 0.27, 0.32, 0.27, 0.14, 0.32, -0.28, 0.41, 0.08, 0.39, 0.22, -0.77, 0.50, -0.45, 0.29, 0.01, 0.30, -0.06, 0.64, 0.31, 0.25, 0.23, 0.37, 0.02, 0.42, 0.28, 0.39, 0.25, 0.33, 0.18, 0.30, -0.08, 0.29, -0.10, 0.31, 0.05, -0.06, -0.09, 0.01, 0.05, 0.38, -0.10, -0.11, -0.04, -0.11, -0.02, -0.09, -0.08, -0.13, 0.35, 0.06, -0.12, -0.12, -0.07, 0.25, 0.02, -0.12, -0.09, -0.10, 0.31, -0.06, -0.12, -0.05, -0.11, 0.35, -0.04, -0.13, -0.11, -0.06, 0.28, 0.49, -0.13, -0.13, -0.13, -0.09, -0.21, -0.06, -0.13, 0.01, 0.41, 0.72, -0.12, -0.10, -0.13, -0.32, 1.04, -0.11, -0.13, -0.10, -0.66, -0.03, -0.10, -0.12, -0.11, 0.35, -0.02, -0.04, -0.13, -0.11, 0.30, 0.50, -0.09, -0.13, -0.12, -0.16, 0.18, -0.12, -0.12, -0.12, 0.18, -0.21, -0.17, 0.10, -0.15, 0.32]}

***

{"formula": "CHClF2N2", "method": "ωB97M-V/def2-TZVPD", "lumo_ev": [-0.63, -1.30], "de_lowest_kcal_mol": 62.0, "orbital_gap_ha": [0.392, 0.263], "elements": ["C", "N", "N", "F", "F", "Cl", "H"], "xyz": [[-1.72039, -0.12797, -0.15032], [-0.80058, 0.54327, 0.22651], [-0.25721, -2.38164, -0.53452], [-0.17053, -2.92931, 0.78394], [0.94866, -1.70653, -0.66944], [-3.32848, 0.05365, -0.12729], [0.03687, 0.13183, 0.25872]], "mulliken_charge": [0.25, -0.38, 0.16, -0.14, -0.13, -0.09, 0.33]}

***

Number 1: calculated total energy -25408.71230 hartree. Number 2: calculated total energy -807.88494 hartree.